--- A ---
Here is a cluster of 2 separate species, C3H10N2O in total from the Open Molecules 2025 dataset. Energies are from ωB97M-V with the def2-TZVPD basis set.

The geometry in ORCA input format:
```
! wB97M-V def2-TZVPD RIJCOSX def2/J DEFGRID3
* xyz 0 1
N 1.70 0.20 0.60
N -1.16 -0.10 0.13
H -1.74 0.71 0.15
H -0.34 2.39 3.32
H 1.75 -0.29 -1.49
H -0.09 0.91 2.91
O -0.69 1.50 3.36
C -0.51 -1.13 -2.10
H 1.22 0.41 1.44
H 2.51 0.84 0.55
C 1.14 -0.22 -0.59
H -1.53 -1.54 -2.16
C -0.18 -0.33 -0.89
H -1.65 -0.97 0.26
H -0.53 -0.45 -2.97
H 0.11 -1.93 -2.53
*
```

Frontier orbital gap: 8.34 eV
Structure (SMILES): C/C(N)=C/N.O
Lowest unoccupied orbital energy: 0.797 eV
HOMO level: -7.54 eV


--- B ---
Here is a structure of composition C3H10N2O from the Open Molecules 2025 dataset. Energies are from ωB97M-V with the def2-TZVPD basis set.

The geometry in ORCA input format:
```
! wB97M-V def2-TZVPD RIJCOSX def2/J DEFGRID3
* xyz 0 1
C -1.72 -0.86 -0.45
H -1.26 1.65 -1.17
H -0.39 2.16 0.11
C -0.73 0.15 0.10
H 0.54 -0.01 -0.56
H 3.66 -0.13 -0.73
H -2.72 -0.66 -0.06
H 1.90 -1.07 0.11
N 1.79 -0.07 -0.13
N -1.11 1.51 -0.18
H -0.05 -1.10 1.72
C -0.09 -0.10 1.32
O 3.09 0.52 -0.30
H 0.30 0.69 1.94
H -1.43 -1.88 -0.19
H -1.77 -0.79 -1.54
*
```

Frontier orbital gap: 8.67 eV
Lowest unoccupied orbital energy: 0.633 eV
HOMO level: -8.03 eV


Energies relative to the minimum, eV: A 0.000; B 3.850


--- A ---
Here is a cluster of 2 separate species, C3H10N2O in total from the Open Molecules 2025 dataset. Energies are from ωB97M-V with the def2-TZVPD basis set.

The geometry in ORCA input format:
```
! wB97M-V def2-TZVPD RIJCOSX def2/J DEFGRID3
* xyz 0 1
H 1.81 -1.68 -0.42
H 2.25 0.34 1.21
C 1.95 -0.63 -0.67
H 3.76 -0.38 0.53
H 2.38 -0.72 -1.67
N -1.41 -0.25 0.83
H -2.40 1.55 1.09
O 0.69 0.02 -0.84
H 0.19 -0.14 -0.02
H -1.73 -1.21 0.67
H -3.89 1.25 -0.58
C -2.34 0.58 0.58
C 2.82 0.11 0.30
N -3.40 0.43 -0.27
H 3.04 1.12 -0.02
H -3.73 -0.40 -0.72
*
```

Frontier orbital gap: 10.28 eV
Structure (SMILES): [H]/N=C\N.CCO
Lowest unoccupied orbital energy: 0.912 eV
HOMO level: -9.37 eV


--- B ---
Here is a cluster of 2 separate species, C3H10N2O in total from the Open Molecules 2025 dataset. Energies are from ωB97M-V with the def2-TZVPD basis set.

The geometry in ORCA input format:
```
! wB97M-V def2-TZVPD RIJCOSX def2/J DEFGRID3
* xyz 0 1
C 1.25 1.60 -1.55
H -0.15 -2.52 0.24
H -1.69 -1.84 1.90
O -0.34 2.05 0.20
N -0.20 -1.52 0.43
H 1.61 0.64 -1.91
C -0.73 -1.34 1.78
H -0.83 -0.28 2.03
H -1.52 0.07 -0.24
C 0.65 1.42 -0.18
H 1.32 0.94 0.56
N -1.12 -0.82 -0.55
H 2.08 2.30 -1.48
H 0.49 1.99 -2.23
H -0.03 -1.78 2.50
H -0.79 -0.91 -1.51
*
```

Frontier orbital gap: 8.93 eV
Structure (SMILES): CC=O.CNN
Lowest unoccupied orbital energy: 1.091 eV
HOMO level: -7.84 eV


--- C ---
Here is a cluster of 2 separate species, C3H10N2O in total from the Open Molecules 2025 dataset. Energies are from ωB97M-V with the def2-TZVPD basis set.

The geometry in ORCA input format:
```
! wB97M-V def2-TZVPD RIJCOSX def2/J DEFGRID3
* xyz 0 1
C -0.42 -1.43 0.98
H 1.04 1.47 -1.54
H -0.23 -2.61 -0.86
H 0.21 -0.80 1.64
C 0.39 -1.88 -0.25
N 0.73 2.98 -0.14
H 1.33 -2.37 0.04
H -1.10 1.32 -2.16
N -1.00 1.99 -1.38
H 0.62 -1.04 -0.89
H 1.69 2.85 0.17
H 0.11 3.30 0.56
H -1.28 -0.85 0.69
O -0.88 -2.60 1.71
H -1.46 -2.30 2.43
C 0.25 1.99 -1.01
*
```

Frontier orbital gap: 10.36 eV
Structure (SMILES): [H]/N=C/N.CCO
Lowest unoccupied orbital energy: 0.829 eV
HOMO level: -9.53 eV


--- D ---
Here is a cluster of 2 separate species, C3H10N2O in total from the Open Molecules 2025 dataset. Energies are from ωB97M-V with the def2-TZVPD basis set.

The geometry in ORCA input format:
```
! wB97M-V def2-TZVPD RIJCOSX def2/J DEFGRID3
* xyz 0 1
H -2.14 -0.33 -1.67
H -0.20 1.42 -1.90
H -2.33 -1.12 -2.90
C 0.90 0.80 -0.36
C 1.71 -0.47 1.73
O -2.75 -1.00 -2.03
H -0.70 2.25 -0.67
C 0.74 -0.15 0.60
N -0.43 -0.88 0.60
H 1.77 1.44 -0.20
H -0.61 -1.45 1.39
H -1.22 -0.34 0.30
N -0.34 1.33 -0.90
H 2.08 -1.48 1.61
H 2.46 0.30 1.83
H 1.07 -0.32 2.60
*
```

Frontier orbital gap: 8.94 eV
Structure (SMILES): C/C(N)=C/N.O
Lowest unoccupied orbital energy: 0.931 eV
HOMO level: -8.01 eV


Energies relative to the minimum, eV: A 0.172; B 1.579; C 0.000; D 0.288


--- A ---
Here is a structure of composition C3H10N2O from the Open Molecules 2025 dataset. Energies are from ωB97M-V with the def2-TZVPD basis set.

The geometry in ORCA input format:
```
! wB97M-V def2-TZVPD RIJCOSX def2/J DEFGRID3
* xyz 0 1
H -2.79 0.55 -0.79
H -0.32 -0.32 0.88
H 3.10 0.88 -0.60
C 2.73 0.35 0.28
C -2.23 0.45 0.14
H -2.03 1.45 0.54
H 2.99 -0.71 0.22
H -2.81 -0.11 0.87
C -0.91 -0.28 -0.13
H 3.23 0.78 1.16
H -1.90 -1.76 -1.14
O -0.02 0.42 -0.87
H -0.29 -2.02 -0.97
H 1.07 1.48 0.51
N -1.11 -1.66 -0.51
N 1.29 0.49 0.41
*
```

Frontier orbital gap: 8.73 eV
Lowest unoccupied orbital energy: -0.137 eV
HOMO level: -8.87 eV


--- B ---
Here is an isolated molecule of C3H10N2O from the Open Molecules 2025 dataset. Energies are from ωB97M-V with the def2-TZVPD basis set.

The geometry in ORCA input format:
```
! wB97M-V def2-TZVPD RIJCOSX def2/J DEFGRID3
* xyz 0 1
H -2.27 -1.51 -1.44
H -1.30 0.10 0.24
C -0.27 -0.77 -1.45
H -0.18 1.46 2.28
H -0.39 -0.30 -2.47
H 0.70 -1.26 -1.54
H 0.61 -0.76 1.14
N 0.67 0.14 0.69
C 0.66 1.28 1.59
H 2.57 1.08 1.84
O 1.81 1.32 2.37
C -0.39 0.26 -0.36
H -0.46 1.30 -0.71
H 0.62 2.12 0.86
N -1.33 -1.81 -1.24
H -1.05 -2.61 -1.79
*
```

Frontier orbital gap: 10.05 eV
Structure (SMILES): NCCNCO
Lowest unoccupied orbital energy: 1.091 eV
HOMO level: -8.96 eV


--- C ---
Here is a structure of composition C3H10N2O from the Open Molecules 2025 dataset. Energies are from ωB97M-V with the def2-TZVPD basis set.

The geometry in ORCA input format:
```
! wB97M-V def2-TZVPD RIJCOSX def2/J DEFGRID3
* xyz 0 1
H -0.57 0.54 0.30
H -0.32 -1.92 0.86
H 3.02 0.73 -0.11
N 0.69 -1.05 -0.49
C 1.00 0.05 0.24
C -1.90 0.48 0.15
N -0.27 -1.89 -0.17
H -2.33 -1.35 0.58
O -2.58 -0.47 0.91
C 1.99 1.02 -0.33
H -2.25 1.46 0.47
H 1.13 -0.15 1.30
H 1.88 1.11 -1.41
H 1.83 2.01 0.11
H -2.07 0.38 -0.92
H 0.76 -0.94 -1.50
*
```

Frontier orbital gap (spin up / spin down): 7.92 / 8.06 eV
Lowest unoccupied orbital energy (spin up / spin down): 0.519 / 0.408 eV
HOMO level (spin up / spin down): -7.40 / -7.65 eV


Energies relative to the minimum, eV: A 3.012; B 0.000; C 3.222


--- A ---
Here is a cluster of 3 separate species, C3H10N2O in total from the Open Molecules 2025 dataset. Energies are from ωB97M-V with the def2-TZVPD basis set.

The geometry in ORCA input format:
```
! wB97M-V def2-TZVPD RIJCOSX def2/J DEFGRID3
* xyz 0 1
H -1.83 0.12 1.35
H -0.49 1.04 -1.34
H 2.69 -0.79 0.26
H -1.07 -1.65 -0.18
O -2.36 -0.89 -0.17
C 1.91 -0.05 0.06
H 0.27 -0.52 1.49
C 0.58 -0.61 0.46
N 0.04 -1.61 -0.22
H -1.47 2.15 -0.37
H 2.14 0.85 0.63
H 0.19 1.84 0.15
C -0.69 1.40 -0.33
H 1.93 0.20 -1.00
H 0.37 -1.72 -1.17
N -2.22 0.25 0.39
*
```

Frontier orbital gap (spin up / spin down): 7.71 / 7.71 eV
Lowest unoccupied orbital energy (spin up / spin down): 0.264 / 0.265 eV
HOMO level (spin up / spin down): -7.44 / -7.45 eV


--- B ---
Here is a cluster of 2 separate species, C3H10N2O in total from the Open Molecules 2025 dataset. Energies are from ωB97M-V with the def2-TZVPD basis set.

The geometry in ORCA input format:
```
! wB97M-V def2-TZVPD RIJCOSX def2/J DEFGRID3
* xyz 0 1
H 1.95 1.04 1.34
H -1.35 1.22 -1.44
H 1.02 -0.20 1.90
C -1.55 -0.37 -0.38
N 1.31 0.30 1.05
O 2.08 -0.67 0.33
H -1.35 -1.44 -0.34
N -1.16 0.22 -1.42
H -1.54 0.15 1.66
H -3.11 -0.36 1.07
H 2.62 0.56 -1.25
H 1.07 -0.31 -1.44
C 2.09 -0.38 -1.05
H -2.48 1.25 0.65
H 2.62 -1.21 -1.51
C -2.22 0.21 0.82
*
```

Frontier orbital gap: 10.16 eV
Structure (SMILES): [H]/N=C\C.CON
Lowest unoccupied orbital energy: 1.034 eV
HOMO level: -9.12 eV


--- C ---
Here is a cluster of 2 separate species, C3H10N2O in total from the Open Molecules 2025 dataset. Energies are from ωB97M-V with the def2-TZVPD basis set.

The geometry in ORCA input format:
```
! wB97M-V def2-TZVPD RIJCOSX def2/J DEFGRID3
* xyz 0 1
H -1.65 -0.04 1.74
H -2.22 -1.17 0.49
H -2.13 1.56 -1.01
H -0.18 -1.28 -0.55
H 0.72 -1.29 0.93
C -1.42 -0.94 1.18
N 0.26 0.61 0.13
H 3.37 0.87 -0.61
H -1.32 -1.73 1.93
H 1.34 1.74 -1.22
H -1.22 0.48 -1.42
O -2.07 0.87 -1.68
H 2.75 -0.17 0.50
C 1.32 0.94 -0.48
N 2.56 0.34 -0.34
C -0.10 -0.77 0.41
*
```

Frontier orbital gap: 9.52 eV
Structure (SMILES): CC/N=C\N.O
Lowest unoccupied orbital energy: 0.765 eV
HOMO level: -8.76 eV


Energies relative to the minimum, eV: A 4.837; B 1.819; C 0.000